The following is a DFT calculation (wB97M-V/def2-TZVPD) of an isolated molecule of C19H23NO2S.

Positions of all 46 atoms, in Å:
S -1.936 -2.684 1.544
O -0.555 1.747 0.097
O 6.065 -1.194 -0.768
N 0.837 1.224 1.795
C -4.529 -0.852 0.419
C -3.446 0.544 -1.703
C 4.276 1.082 1.393
C -2.979 -2.776 0.029
C -2.996 -0.730 -1.414
C -4.882 2.539 -1.234
C 2.820 0.504 -0.410
C -1.236 0.014 1.621
C 3.044 1.210 0.764
C -0.304 1.087 1.083
C 5.260 0.278 0.857
C -0.786 -1.342 1.085
C -4.978 0.422 0.124
C 1.941 2.054 1.348
C 5.901 -1.921 -1.961
C -3.525 -1.440 -0.343
C 5.030 -0.428 -0.325
C -4.435 1.142 -0.933
C 3.796 -0.310 -0.955
H 6.221 0.177 1.335
H -3.764 -3.482 0.296
H -2.245 0.231 1.270
H -5.734 2.820 -0.621
H -2.225 -1.176 -2.027
H 3.585 -0.840 -1.870
H -2.359 -3.199 -0.762
H 2.310 2.645 2.190
H -3.012 1.089 -2.528
H -5.155 2.636 -2.284
H -0.723 -1.325 -0.001
H 0.185 -1.624 1.495
H -4.066 3.235 -1.037
H 6.844 -2.443 -2.120
H 4.471 1.622 2.308
H 5.092 -2.654 -1.878
H 1.527 2.722 0.589
H -1.233 0.002 2.712
H -5.754 0.866 0.731
H 5.707 -1.260 -2.812
H 1.025 0.586 2.551
H -4.943 -1.394 1.257
H 1.864 0.598 -0.905

Properties
**LUMO level**: 0.66 eV
**SMILES string**: COc1ccc(CNC(=O)CCSCc2ccc(C)cc2)cc1
**Strongest force on any atom**: 0.72 eV/Å
**Gap between HOMO and LUMO**: 9.00 eV
**Highest occupied orbital energy**: -8.346 eV

Want to see where the charge sits? The natural (NBO) charges in e are:
1 S 0.176
2 O -0.635
3 O -0.493
4 N -0.613
5 C -0.160
6 C -0.194
7 C -0.217
8 C -0.525
9 C -0.202
10 C -0.628
11 C -0.198
12 C -0.511
13 C 0.001
14 C 0.682
15 C -0.255
16 C -0.519
17 C -0.220
18 C -0.262
19 C -0.252
20 C -0.077
21 C 0.308
22 C -0.016
23 C -0.306
24 H 0.224
25 H 0.235
26 H 0.249
27 H 0.212
28 H 0.207
29 H 0.219
30 H 0.219
31 H 0.199
32 H 0.213
33 H 0.217
34 H 0.226
35 H 0.222
36 H 0.227
37 H 0.201
38 H 0.210
39 H 0.175
40 H 0.244
41 H 0.214
42 H 0.207
43 H 0.176
44 H 0.391
45 H 0.206
46 H 0.223



The following is a DFT calculation (wB97M-V/def2-TZVPD) of a structure of composition C5H14BNOSn.

Positions of all 23 atoms, in Å:
Sn 0.784 -1.047 2.169
O -4.294 0.629 -0.615
N 1.426 0.537 -0.007
C 2.755 0.466 -0.687
C -3.420 -0.228 0.058
C -2.041 0.285 -0.313
C -0.920 -0.331 0.567
C 3.808 -0.117 0.241
B 0.442 -0.418 -0.316
H 3.051 1.481 -0.927
H 3.826 -1.205 0.210
H 1.073 1.496 -0.055
H 0.578 -1.314 -1.086
H -5.190 0.285 -0.587
H 3.667 0.250 1.256
H 4.785 0.238 -0.067
H -3.529 -1.266 -0.261
H -1.269 -1.294 1.001
H -0.776 0.390 1.421
H -2.023 1.361 -0.166
H -3.571 -0.190 1.142
H -1.852 0.079 -1.364
H 2.692 -0.088 -1.616

Properties
**LUMO level**: -11.33 eV
**Net charge**: +2
**Strongest force on any atom**: 1.33 eV/Å
**Gap between HOMO and LUMO**: 5.30 eV
**Highest occupied orbital energy**: -16.628 eV

Want to see where the charge sits? The natural (NBO) charges in e are:
1 Sn 1.721
2 O -0.695
3 N -0.861
4 C -0.239
5 C -0.057
6 C -0.373
7 C -0.870
8 C -0.635
9 B 0.524
10 H 0.239
11 H 0.223
12 H 0.461
13 H 0.022
14 H 0.502
15 H 0.199
16 H 0.282
17 H 0.182
18 H 0.254
19 H 0.205
20 H 0.258
21 H 0.165
22 H 0.255
23 H 0.238



The following is a DFT calculation (wB97M-V/def2-TZVPD) of a structure of composition C21H23B2F4I2N6O5Sn.

Positions of all 64 atoms, in Å:
I 0.485 6.367 4.714
I -1.998 0.894 4.684
Sn -0.391 0.184 -0.321
F 1.177 0.699 1.752
F -0.791 -1.842 -4.470
F -0.808 -0.349 -2.719
F 2.199 -0.045 3.650
O 0.973 -1.603 2.415
O -1.307 1.479 1.622
O -0.727 -2.696 -2.295
O 1.131 -1.626 -3.165
O 2.958 -0.820 1.531
N -0.486 2.356 -0.599
N 2.589 -0.906 0.308
N 0.416 -1.881 1.270
N -2.816 0.742 -0.695
N 1.640 -1.295 -2.036
N -0.464 -2.444 -1.057
C -0.891 -4.826 -0.570
C -2.852 1.957 -1.258
C -0.062 4.655 3.727
C -3.869 2.305 -2.137
C -0.712 3.615 4.437
C -0.081 3.429 1.630
C 0.263 4.526 2.330
C -4.863 0.157 -1.772
C -1.810 2.974 -0.840
C 3.855 -1.518 -3.107
C -0.865 2.379 2.287
C -4.875 1.389 -2.402
C 0.407 3.194 0.225
C 0.137 -4.126 2.202
C -3.801 -0.129 -0.934
C 2.949 -1.317 -1.944
C 3.482 -1.077 -0.629
C -0.447 -3.456 -0.213
C 0.036 -3.131 1.107
C 4.950 -0.988 -0.392
C -1.094 2.499 3.762
B -0.369 -1.587 -3.244
B 1.814 -0.383 2.422
H 4.576 -2.308 -2.888
H 3.292 -1.781 -3.997
H 0.814 5.328 1.854
H -3.737 -1.091 -0.439
H 1.353 2.648 0.313
H 5.405 -0.209 -1.007
H -0.361 -5.063 1.984
H -5.673 1.642 -3.087
H 5.426 -1.930 -0.674
H 5.165 -0.788 0.654
H 0.640 4.162 -0.233
H -0.253 -3.708 3.130
H 4.426 -0.607 -3.304
H -1.121 -4.898 -1.629
H -1.742 3.772 -1.583
H 1.196 -4.322 2.406
H -3.861 3.278 -2.610
H -0.118 -5.556 -0.321
H -2.161 3.413 0.099
H -1.778 -5.108 0.002
H -0.900 3.712 5.497
H -0.035 2.235 -1.502
H -5.636 -0.577 -1.945

Properties
**LUMO level**: -11.90 eV
**Net charge**: +3
**Strongest force on any atom**: 2.19 eV/Å
**Gap between HOMO and LUMO**: 4.96 eV
**Highest occupied orbital energy**: -16.857 eV

Want to see where the charge sits? The natural (NBO) charges in e are:
1 I 0.613
2 I 0.482
3 Sn 1.540
4 F -0.569
5 F -0.461
6 F -0.551
7 F -0.475
8 O -0.434
9 O -0.521
10 O -0.397
11 O -0.376
12 O -0.372
13 N -0.763
14 N 0.023
15 N -0.060
16 N -0.568
17 N -0.003
18 N -0.055
19 C -0.705
20 C 0.187
21 C 0.007
22 C -0.213
23 C -0.329
24 C -0.011
25 C -0.235
26 C -0.214
27 C -0.260
28 C -0.701
29 C 0.579
30 C -0.100
31 C -0.266
32 C -0.697
33 C 0.064
34 C 0.254
35 C 0.224
36 C 0.252
37 C 0.236
38 C -0.696
39 C -0.150
40 B 1.278
41 B 1.280
42 H 0.271
43 H 0.275
44 H 0.264
45 H 0.213
46 H 0.261
47 H 0.267
48 H 0.259
49 H 0.259
50 H 0.274
51 H 0.269
52 H 0.245
53 H 0.271
54 H 0.271
55 H 0.275
56 H 0.242
57 H 0.278
58 H 0.247
59 H 0.271
60 H 0.227
61 H 0.273
62 H 0.283
63 H 0.407
64 H 0.261



The following is a DFT calculation (wB97M-V/def2-TZVPD) of a structure of composition C37H27BrN7O8Re.

Positions of all 81 atoms, in Å:
Re 0.695 0.712 0.593
Br -4.610 -3.731 1.823
O 0.477 -0.049 2.433
O 2.707 0.025 -2.092
O 0.615 -2.132 4.040
O -1.244 0.115 0.413
O -2.098 1.363 -1.228
O -3.078 0.181 -4.440
O 0.629 0.485 -1.435
O -2.814 -0.576 -6.436
N -1.042 1.570 2.861
N 1.324 -1.348 0.259
N 2.724 1.080 1.236
N -0.397 2.063 1.773
N 3.667 -0.916 0.394
N -2.394 -0.222 -5.356
N 0.878 2.676 -0.259
C 5.288 2.032 1.712
C 1.507 0.129 -2.318
C 4.176 2.741 2.183
C -1.253 -2.537 5.388
C 1.734 2.955 -1.260
C -4.258 -0.470 -1.493
C -2.466 -0.179 4.572
C 3.789 0.351 0.890
C 2.591 -1.762 0.184
C 0.342 -2.266 0.086
C -0.453 -0.039 -3.863
C 1.828 4.215 -1.804
C 2.937 2.240 1.915
C 1.233 -0.868 -5.937
C -2.495 -2.184 5.868
C 0.914 -0.170 -3.653
C -2.157 0.408 -0.482
C -0.131 -0.751 -6.163
C -0.581 0.376 3.106
C -3.115 -1.002 5.459
C 1.009 5.233 -1.322
C 1.906 -4.006 -0.306
C -5.316 -1.366 -1.512
C 0.153 4.957 -0.278
C -1.197 -0.514 4.070
C -0.941 -0.339 -5.119
C -3.409 -1.534 0.499
C 1.754 -0.581 -4.685
C -4.474 -2.414 0.467
C 0.582 -3.584 -0.191
C -3.301 -0.560 -0.489
C -0.653 3.266 1.384
C 5.096 0.840 1.071
C 0.122 3.673 0.251
C 2.910 -3.091 -0.113
C -0.591 -1.715 4.478
C -5.431 -2.344 -0.532
H -1.120 0.284 -3.073
H -2.685 -1.588 1.301
H -0.493 5.714 0.142
H -6.257 -3.042 -0.541
H 2.144 -5.035 -0.533
H -4.154 0.299 -2.246
H 1.044 6.222 -1.757
H -0.766 -3.453 5.692
H 4.543 -1.324 0.112
H 2.043 2.759 2.229
H -2.926 0.738 4.230
H -0.249 -4.260 -0.316
H -0.663 -1.881 0.176
H -0.572 -0.973 -7.123
H 3.949 -3.383 -0.175
H 2.813 -0.671 -4.488
H -2.998 -2.840 6.567
H 6.289 2.411 1.865
H 2.525 4.386 -2.611
H -4.096 -0.741 5.828
H -1.358 3.890 1.915
H 5.932 0.250 0.723
H 4.280 3.665 2.732
H -6.062 -1.305 -2.292
H 0.926 -1.510 3.363
H 1.885 -1.188 -6.737
H 2.341 2.137 -1.624

Properties
**LUMO level (alpha / beta)**: -3.78 / -4.04 eV
**Net charge**: +1
**Strongest force on any atom**: 0.68 eV/Å
**2S+1**: 2
**Gap between HOMO and LUMO (alpha / beta)**: 7.04 / 6.77 eV
**Highest occupied orbital energy (alpha / beta)**: -10.812 / -10.810 eV

Want to see where the charge sits? The Löwdin charges in e are:
1 Re 1.760
2 Br 0.738
3 O -0.207
4 O 0.047
5 O 0.081
6 O -0.228
7 O 0.075
8 O 0.083
9 O -0.192
10 O 0.094
11 N 0.129
12 N 0.006
13 N -0.015
14 N -0.130
15 N 0.143
16 N -0.343
17 N -0.018
18 C -0.025
19 C -0.561
20 C -0.035
21 C 0.002
22 C -0.067
23 C -0.008
24 C -0.014
25 C -0.262
26 C -0.261
27 C -0.064
28 C 0.084
29 C -0.007
30 C -0.104
31 C -0.039
32 C -0.050
33 C -0.103
34 C -0.540
35 C 0.018
36 C -0.362
37 C -0.069
38 C -0.018
39 C -0.017
40 C -0.047
41 C 0.019
42 C -0.085
43 C -0.116
44 C -0.082
45 C 0.003
46 C -0.675
47 C -0.015
48 C -0.120
49 C -0.010
50 C 0.019
51 C -0.230
52 C 0.019
53 C -0.246
54 C -0.111
55 H 0.112
56 H 0.097
57 H 0.129
58 H 0.105
59 H 0.125
60 H 0.105
61 H 0.123
62 H 0.125
63 H 0.149
64 H 0.109
65 H 0.116
66 H 0.122
67 H 0.100
68 H 0.125
69 H 0.126
70 H 0.121
71 H 0.114
72 H 0.124
73 H 0.122
74 H 0.109
75 H 0.151
76 H 0.126
77 H 0.118
78 H 0.114
79 H 0.072
80 H 0.113
81 H 0.104



The following is a DFT calculation (wB97M-V/def2-TZVPD) of an isolated molecule of C3HF3S.

Positions of all 8 atoms, in Å:
S 0.478 -1.358 0.001
F 2.650 0.082 0.001
F 1.026 0.997 -1.073
F 1.025 0.998 1.072
C -1.096 -0.737 0.001
C -2.220 -0.316 -0.003
C 1.336 0.271 0.000
H -3.198 0.063 0.001

Properties
**LUMO level**: 0.73 eV
**SMILES string**: C#CSC(F)(F)F
**Strongest force on any atom**: 0.64 eV/Å
**Gap between HOMO and LUMO**: 10.42 eV
**Highest occupied orbital energy**: -9.690 eV

Want to see where the charge sits? The natural (NBO) charges in e are:
1 S 0.289
2 F -0.313
3 F -0.314
4 F -0.314
5 C -0.269
6 C -0.179
7 C 0.859
8 H 0.241



The following is a DFT calculation (wB97M-V/def2-TZVPD) of a cluster of 4 separate species, C6H9Cl6FO3 in total.

Positions of all 25 atoms, in Å:
Cl -5.772 3.110 -0.974
Cl 0.102 0.920 -5.675
Cl -4.922 1.582 1.423
Cl 4.280 -0.411 5.459
Cl 4.189 -2.392 3.330
Cl 1.706 -0.503 -3.679
F 0.455 -2.401 0.089
O -1.594 1.172 -0.521
O -0.078 0.520 0.972
O -0.139 -0.519 -0.972
C 1.094 -0.280 0.959
C 0.100 -0.349 -4.449
C -4.452 2.270 -0.129
C 3.251 -1.190 4.222
C -0.698 0.460 -0.224
C 0.903 -1.170 -0.250
H -3.622 2.962 -0.068
H 1.048 -0.825 1.900
H 2.344 -1.681 4.558
H -4.159 1.449 -0.771
H -0.080 -1.274 -4.982
H 2.011 0.303 0.891
H 2.997 -0.352 3.582
H -0.661 -0.144 -3.708
H 1.697 -1.256 -0.984

Properties
**LUMO level**: 0.22 eV
**SMILES string**: O=C1OC[C@@H](F)O1.ClCCl.ClCCl.ClCCl
**Strongest force on any atom**: 1.24 eV/Å
**Gap between HOMO and LUMO**: 10.85 eV
**Highest occupied orbital energy**: -10.633 eV

Want to see where the charge sits? The natural (NBO) charges in e are:
1 Cl -0.044
2 Cl -0.017
3 Cl -0.022
4 Cl -0.022
5 Cl -0.021
6 Cl -0.052
7 F -0.330
8 O -0.578
9 O -0.481
10 O -0.498
11 C -0.137
12 C -0.383
13 C -0.391
14 C -0.393
15 C 0.981
16 C 0.431
17 H 0.229
18 H 0.216
19 H 0.226
20 H 0.227
21 H 0.223
22 H 0.204
23 H 0.211
24 H 0.234
25 H 0.185